Arrangement 1

Here is a cluster of 2 separate species, CH6OS in total from the Open Molecules 2025 dataset. Energies are from ωB97M-V/def2-TZVPD.

Last column: Mulliken spin population.
Cartesian coordinates (Å):
C -1.511 2.876 -1.881  -0.04
S -1.109 1.417 -2.738  0.92
H -1.238 2.799 -0.809  0.06
H -0.895 3.743 -2.147  0.07
H -2.568 3.050 -2.004  0.00
H 0.188 1.297 -2.377  -0.01
H 3.072 -4.898 4.308  0.00
H 1.766 -4.847 3.552  0.00
O 2.295 -5.438 4.097  0.00

Results
- Charge: +1
- Multiplicity: 2
- Highest occupied orbital energy (alpha / beta): -13.04 / -13.04 eV
- LUMO level (alpha / beta): -0.16828 / -0.35511 Ha
- Gap between HOMO and LUMO (alpha / beta): 0.311 / 0.124 Ha

=====

Arrangement 2

Here is a cluster of 2 separate species, CH6OS in total from the Open Molecules 2025 dataset. Energies are from ωB97M-V/def2-TZVPD.

Last column: Mulliken spin population.
Cartesian coordinates (Å):
S -3.742 3.488 -1.212  1.04
H -2.645 4.041 -1.686  -0.02
H -2.908 2.627 -0.608  -0.02
C 1.828 -1.396 0.707  0.00
O 1.084 -2.567 0.570  0.00
H 1.250 -0.535 1.169  0.00
H 2.672 -1.716 1.279  0.00
H 2.158 -1.339 -0.271  0.00
H 0.304 -2.603 0.051  0.00

Results
- Charge: +1
- Multiplicity: 2
- Highest occupied orbital energy (alpha / beta): -12.19 / -12.19 eV
- LUMO level (alpha / beta): -0.20300 / -0.40695 Ha
- Gap between HOMO and LUMO (alpha / beta): 0.245 / 0.041 Ha

=====

Structures ranked by computed energy, the most stable listed first: arrangement 1, arrangement 2.